1.
An isolated molecule of C4H9NO. Source: the OMol25 dataset; level of theory: the ωB97M-V functional and the def2-TZVPD basis.

The calculation puts the highest occupied orbital energy at -7.90 eV. The multiplicity is 1. The HOMO-LUMO gap comes out at 8.87 eV. The energy relative to the best compared isomer or geometry (same formula, charge and spin) is 548.8 kJ/mol. The net charge is 0.

Last column: natural (NBO) charge in e.
Cartesian coordinates (Å):
C1 2.28579 0.50170 -0.10914  -0.2434
O1 0.88556 0.52170 0.05812  -0.5677
C2 0.32602 -0.77840 0.01774  -0.1990
C3 -1.07541 -0.90157 -0.54813  0.0342
C4 -2.18453 0.22043 0.41130  -0.4045
N1 -1.65662 0.34042 -0.97079  -0.6286
H1 2.56534 -0.08668 -0.99716  0.1676
H2 2.80037 0.06856 0.76234  0.1679
H3 2.62544 1.53058 -0.24740  0.1949
H4 0.38764 -1.26213 1.00710  0.1938
H5 0.90260 -1.40996 -0.67355  0.2034
H6 -1.93699 -0.90042 0.65305  0.2746
H7 -1.70463 0.87646 1.13715  0.2179
H8 -3.27534 0.20054 0.44357  0.2307
H9 -0.94525 1.07879 -0.94419  0.3582

---

2.
An isolated molecule of C4H9NO. Source: the OMol25 dataset; level of theory: the ωB97M-V functional and the def2-TZVPD basis.

The calculation puts the highest occupied orbital energy at -9.62 eV. The structure (SMILES) is CCC(=O)NC. The multiplicity is 1. The HOMO-LUMO gap comes out at 10.54 eV. The energy relative to the best compared isomer or geometry (same formula, charge and spin) is 25.9 kJ/mol. The net charge is 0.

Last column: natural (NBO) charge in e.
Cartesian coordinates (Å):
C1 -0.26665 0.80970 -2.19390  -0.6019
C2 -0.91328 0.47958 -0.85145  -0.4879
C3 0.13914 0.31640 0.23611  0.6740
O1 1.07292 1.09508 0.34889  -0.6352
N1 -0.04738 -0.73166 1.08710  -0.6144
C4 0.87294 -1.00015 2.17075  -0.4229
H1 0.28862 -0.04967 -2.58492  0.2041
H2 -1.01949 1.09541 -2.93483  0.2077
H3 0.43699 1.63604 -2.06601  0.2324
H4 -1.56163 1.30810 -0.53966  0.2282
H5 -1.55020 -0.41057 -0.92820  0.1964
H6 -0.79365 -1.38269 0.90454  0.3916
H7 1.59877 -1.77971 1.90945  0.1920
H8 1.41714 -0.07702 2.37580  0.2384
H9 0.32577 -1.30883 3.06633  0.1975

---

3.
A 2-piece molecular cluster, C4H9NO overall at a distorted geometry. Source: the OMol25 dataset; level of theory: the ωB97M-V functional and the def2-TZVPD basis.

The calculation puts the highest occupied orbital energy at -9.86 eV. The structure (SMILES) is C=CC.NC=O. The multiplicity is 1. The HOMO-LUMO gap comes out at 10.70 eV. The energy relative to the best compared isomer or geometry (same formula, charge and spin) is 177.2 kJ/mol. The net charge is 0.

Last column: natural (NBO) charge in e.
Cartesian coordinates (Å):
C1 1.55302 -2.16942 0.41595  -0.4193
C2 0.94091 -1.22400 1.14397  -0.1600
C3 0.33300 -1.56222 2.46580  -0.6520
H1 1.90316 -1.84615 -0.57051  0.1861
H2 1.31468 -3.22305 0.35461  0.1962
H3 1.06702 -0.19565 0.84189  0.1983
H4 0.12649 -2.62909 2.54342  0.2150
H5 0.97194 -1.20253 3.27614  0.2250
H6 -0.63408 -1.05315 2.57016  0.2099
N1 -1.28705 0.79974 -1.94754  -0.8339
C4 -0.96642 1.67024 -0.94896  0.5232
O1 -0.42118 2.72939 -1.15841  -0.5954
H7 -1.09444 1.22594 -2.84415  0.3952
H8 -1.36683 -0.19986 -1.89149  0.4047
H9 -0.98119 1.22453 0.05695  0.1072

---

4.
An isolated molecule of C4H9NO at a distorted geometry. Source: the OMol25 dataset; level of theory: the ωB97M-V functional and the def2-TZVPD basis.

The calculation puts the highest occupied orbital energy at -9.63 eV. The structure (SMILES) is CCCC(N)=O. The multiplicity is 1. The HOMO-LUMO gap comes out at 10.49 eV. The energy relative to the best compared isomer or geometry (same formula, charge and spin) is 141.9 kJ/mol. The net charge is 0.

Last column: natural (NBO) charge in e.
Cartesian coordinates (Å):
C1 0.21926 1.63628 -0.94084  -0.6139
C2 0.08699 0.13131 -0.89006  -0.3682
C3 -1.06549 -0.21984 0.34041  -0.5047
C4 -0.37216 -1.43982 0.83268  0.6656
N1 0.86234 -1.12083 1.32596  -0.8556
O1 -0.71155 -2.58078 0.58568  -0.6017
H1 0.86737 2.02591 -1.73494  0.2139
H2 0.63693 1.99294 0.01328  0.1935
H3 -0.79005 2.02432 -1.04117  0.2054
H4 -0.28615 -0.36255 -1.78474  0.2121
H5 1.13897 -0.25742 -0.80815  0.2151
H6 -1.09079 0.61383 1.06437  0.2081
H7 -2.14720 -0.45308 0.15569  0.2419
H8 1.59995 -1.77591 1.16600  0.3996
H9 1.05158 -0.21436 1.71583  0.3887